[1]
Below is C20H19N3O3S in the gas phase at a distorted geometry, with properties calculated with ωB97M-V/def2-TZVPD.

The electronic energy is -42495.77200 eV. As for the structure (SMILES): CCCCOc1nc2ccccc2nc1[C@H](C#N)S(=O)(=O)c1ccccc1. For the energy above the lowest of the compared OMol25 structures with the same formula, charge and spin, the calculation gives 254.1 kJ/mol. For the HOMO-LUMO gap, the calculation gives 8.561 eV. The calculation puts the highest occupied orbital energy at -9.1 eV.

Each line ends with the Löwdin charge.
Cartesian coordinates (Å):
C: 5.24 1.50 0.15  -0.261
C: 1.25 -2.81 -0.16  -0.012
C: -5.30 -0.11 0.09  -0.054
H: -3.54 -2.25 -1.85  0.110
C: -3.79 -1.35 -1.32  -0.069
H: -0.51 2.88 1.05  0.150
C: -1.36 -2.73 0.87  -0.015
C: -2.93 -0.26 -1.36  -0.070
H: 2.76 1.14 -1.21  0.120
C: -4.44 0.98 0.06  -0.056
H: 5.31 -0.49 -0.68  0.074
H: -5.64 -2.12 -0.56  0.107
O: -2.81 3.50 -0.60  -0.279
C: -3.27 0.88 -0.66  -0.288
H: 4.95 0.76 -1.87  0.066
C: -2.18 2.09 2.05  -0.227
H: 2.25 -2.82 -0.56  0.112
H: -6.22 -0.05 0.65  0.110
C: 0.82 0.70 0.34  -0.278
C: -1.21 2.05 1.01  -0.230
O: -1.12 2.05 -1.66  -0.278
C: 2.77 1.82 -0.35  -0.168
H: 2.96 2.84 -0.68  0.137
N: -2.96 2.11 2.88  0.205
H: -1.33 -4.84 0.66  0.103
C: -4.97 -1.27 -0.59  -0.067
H: 5.41 2.53 -0.19  0.106
C: 0.52 -3.96 0.01  -0.075
C: 5.54 0.53 -0.99  -0.108
H: -2.36 -2.67 1.27  0.116
H: 6.59 0.58 -1.26  0.069
N: -1.22 -0.35 1.01  0.209
N: 1.39 -0.43 0.02  0.215
C: -0.78 -3.92 0.53  -0.078
H: 5.93 1.31 0.97  0.106
C: -0.53 0.74 0.84  -0.205
C: -0.64 -1.53 0.70  -0.204
S: -2.11 2.25 -0.64  0.741
H: -4.67 1.90 0.58  0.111
C: 3.81 1.38 0.68  -0.190
H: 0.96 -4.91 -0.25  0.104
O: 1.46 1.86 0.21  -0.006
C: 0.68 -1.57 0.18  -0.192
H: 3.61 0.34 0.96  0.104
H: 3.70 2.00 1.57  0.118
H: -2.01 -0.28 -1.92  0.119

[2]
Below is a molecular structure, C26H32NO5PtS at a distorted geometry, with properties calculated with ωB97M-V/def2-TZVPD.

The electronic energy is -53275.63172 eV. For the energy above the lowest of the compared OMol25 structures with the same formula, charge and spin, the calculation gives 53.9 kJ/mol. As for the expectation value of S²: 6.018. For the HOMO-LUMO gap (spin up / spin down), the calculation gives 7.677 / 4.500 eV. The calculation puts the highest occupied orbital energy (spin up / spin down) at -10.2 / -11.5 eV. Its spin multiplicity is 5. As for the charge: +1.

Each line ends with the Mulliken spin population.
Cartesian coordinates (Å):
C: -0.34 2.09 -2.34  0.002
H: 2.00 -1.32 -5.91  0.000
H: 1.06 1.81 -0.75  0.002
C: -2.43 0.60 1.74  0.161
C: -2.81 -1.70 1.46  0.098
H: -1.78 0.42 -2.79  -0.001
H: -0.93 -3.99 2.66  0.008
H: 2.61 -1.47 3.10  0.001
C: 1.08 1.81 -1.87  -0.002
O: 0.27 2.52 1.87  0.004
O: -0.13 -0.58 -4.51  0.000
C: -2.75 0.02 3.03  0.319
H: 1.89 2.46 -2.22  0.000
C: -0.26 0.17 -6.59  0.000
O: -0.57 -0.56 5.25  0.008
H: -1.24 0.35 -7.06  0.000
C: 2.33 3.27 4.53  0.000
C: -2.60 -0.46 0.74  0.247
H: -1.45 -2.33 -7.06  0.000
C: 1.67 -1.86 2.72  0.321
H: 1.13 -2.24 -7.19  0.000
C: 2.06 2.74 6.89  0.002
C: 1.13 -1.94 -6.13  0.000
H: -1.05 1.27 -4.87  0.000
H: 0.89 0.96 7.35  0.000
H: 3.23 4.40 6.12  0.000
O: 2.22 0.98 1.91  0.005
C: 0.92 1.41 5.25  0.011
C: 0.18 -0.26 -2.06  -0.060
H: -2.27 -1.46 -5.71  0.000
H: 1.19 -2.84 -5.50  0.000
H: -0.91 2.87 -1.78  -0.001
H: 0.27 -0.65 -1.03  0.062
H: 0.58 0.45 -7.24  0.000
H: -1.37 0.78 -1.07  0.008
C: 2.59 3.56 5.87  -0.002
H: 0.10 -1.06 -2.78  0.002
C: 0.87 -2.83 3.35  0.381
H: -1.33 -2.94 -5.39  0.000
C: 1.17 -1.61 1.40  0.294
H: -2.63 -0.35 -0.34  0.037
C: -3.00 -1.37 2.86  0.319
H: -2.88 0.59 3.94  0.024
H: 0.78 1.24 -4.96  0.000
C: -0.99 0.70 -2.10  -0.001
C: 1.25 1.65 6.59  0.000
H: -2.20 1.64 1.53  0.017
C: -0.16 0.72 -5.17  0.000
C: 0.04 -2.56 1.19  0.131
Pt: -0.79 -0.83 1.99  1.033
H: -2.94 -2.67 1.00  0.002
H: -0.36 -2.81 0.21  0.001
C: 1.51 2.18 4.25  0.000
H: -0.31 2.37 -3.41  0.001
C: -0.15 -1.19 -5.83  0.000
H: 2.74 3.85 3.71  0.000
C: 0.09 0.32 4.68  -0.011
S: 1.11 1.59 2.61  0.001
H: 1.09 -3.30 4.30  -0.004
C: -0.19 -3.21 2.48  0.389
C: -1.39 -2.04 -6.01  0.000
N: 0.15 0.41 3.29  0.150
O: 1.39 0.47 -2.32  0.011
H: 1.66 -1.11 0.57  0.038
H: 2.29 2.97 7.93  0.000
H: -3.31 -2.07 3.63  -0.011

[3]
Below is a molecular structure, C26H31N4O2PbS3 at a distorted geometry, with properties calculated with ωB97M-V/def2-TZVPD.

The electronic energy is -75245.18576 eV. For the HOMO-LUMO gap, the calculation gives 6.163 eV. The calculation puts the highest occupied orbital energy at -16.3 eV. As for the charge: +3.

Each line ends with the Löwdin charge.
Cartesian coordinates (Å):
H: 1.80 -2.50 1.23  0.070
N: -4.09 -1.22 1.82  0.062
C: 0.28 -3.59 -2.72  -0.411
H: 1.24 -3.93 -5.95  0.104
H: 3.04 -2.81 -1.69  0.114
C: 4.86 3.88 0.45  -0.038
H: -5.72 -1.46 -0.47  0.113
N: -3.09 0.70 0.81  0.098
C: -5.51 -0.73 1.56  -0.173
N: -3.10 1.74 1.37  0.145
S: 0.80 -3.11 -1.11  1.067
C: -0.65 -4.41 -5.19  -0.026
H: -7.30 -1.49 0.45  0.092
O: 1.45 0.18 1.43  -0.791
C: 2.51 -3.60 -1.13  -0.347
H: -2.52 -4.88 -4.19  0.148
C: -1.01 -4.04 -2.82  -0.093
C: 4.05 1.63 -0.12  -0.067
C: -3.25 3.04 1.15  -0.133
H: 1.18 2.89 1.30  0.096
N: -0.90 2.95 1.17  0.067
C: 0.67 -3.93 -5.07  -0.015
C: 4.57 2.90 -0.46  -0.059
C: 0.31 3.52 1.14  -0.075
H: -5.36 0.28 1.32  0.061
H: 3.54 -1.08 -0.20  0.119
C: -4.62 3.56 1.29  0.044
H: -0.93 -4.80 -6.16  0.120
H: -1.64 -4.10 -1.97  0.101
Pb: -0.05 0.34 -0.24  1.362
S: -1.45 -0.96 2.00  0.729
H: 2.70 -4.78 0.52  0.122
C: -1.96 5.15 1.00  0.086
H: -4.67 4.47 1.88  0.107
H: 5.25 4.84 0.20  0.115
C: 4.12 2.34 2.16  -0.085
H: 3.87 0.88 -0.86  0.095
H: 2.20 -3.20 -3.74  0.108
C: 2.85 -2.76 1.29  -0.191
C: -1.47 -4.44 -4.07  -0.055
C: 3.60 -1.43 0.93  -0.302
C: -2.99 -0.49 1.58  -0.793
H: 4.17 -4.01 0.03  0.152
C: -2.04 3.77 1.11  -0.198
C: -6.23 -1.63 0.56  -0.050
C: 3.79 1.34 1.21  -0.415
H: -2.86 5.72 1.10  0.130
H: 4.66 -1.42 1.08  0.109
H: 1.35 5.50 0.94  0.136
C: 3.09 -3.83 0.21  -0.231
H: -0.60 6.77 0.72  0.130
H: 3.14 -3.14 2.23  0.117
H: -4.98 3.83 0.30  0.127
C: 1.17 -3.51 -3.81  -0.038
S: 2.95 -0.05 1.89  1.096
C: 4.57 3.60 1.79  -0.050
H: -5.35 2.74 1.70  0.145
C: -0.68 5.71 0.84  -0.004
H: 3.89 2.17 3.26  0.137
H: 4.89 3.03 -1.55  0.149
C: 0.41 4.94 0.95  0.016
H: -3.96 -1.99 2.53  0.187
O: 0.82 -1.54 -1.18  -0.762
H: 4.66 4.39 2.53  0.123
H: -6.01 -0.80 2.53  0.135
H: -6.01 -2.63 0.80  0.061
H: 2.51 -4.52 -1.66  0.105

Repeat the second record exactly.
Below is a molecular structure, C26H32NO5PtS at a distorted geometry, with properties calculated with ωB97M-V/def2-TZVPD.

The electronic energy is -53275.63172 eV. For the energy above the lowest of the compared OMol25 structures with the same formula, charge and spin, the calculation gives 53.9 kJ/mol. As for the expectation value of S²: 6.018. For the HOMO-LUMO gap (spin up / spin down), the calculation gives 7.677 / 4.500 eV. The calculation puts the highest occupied orbital energy (spin up / spin down) at -10.2 / -11.5 eV. Its spin multiplicity is 5. As for the charge: +1.

Each line ends with the Mulliken spin population.
Cartesian coordinates (Å):
C: -0.34 2.09 -2.34  0.002
H: 2.00 -1.32 -5.91  0.000
H: 1.06 1.81 -0.75  0.002
C: -2.43 0.60 1.74  0.161
C: -2.81 -1.70 1.46  0.098
H: -1.78 0.42 -2.79  -0.001
H: -0.93 -3.99 2.66  0.008
H: 2.61 -1.47 3.10  0.001
C: 1.08 1.81 -1.87  -0.002
O: 0.27 2.52 1.87  0.004
O: -0.13 -0.58 -4.51  0.000
C: -2.75 0.02 3.03  0.319
H: 1.89 2.46 -2.22  0.000
C: -0.26 0.17 -6.59  0.000
O: -0.57 -0.56 5.25  0.008
H: -1.24 0.35 -7.06  0.000
C: 2.33 3.27 4.53  0.000
C: -2.60 -0.46 0.74  0.247
H: -1.45 -2.33 -7.06  0.000
C: 1.67 -1.86 2.72  0.321
H: 1.13 -2.24 -7.19  0.000
C: 2.06 2.74 6.89  0.002
C: 1.13 -1.94 -6.13  0.000
H: -1.05 1.27 -4.87  0.000
H: 0.89 0.96 7.35  0.000
H: 3.23 4.40 6.12  0.000
O: 2.22 0.98 1.91  0.005
C: 0.92 1.41 5.25  0.011
C: 0.18 -0.26 -2.06  -0.060
H: -2.27 -1.46 -5.71  0.000
H: 1.19 -2.84 -5.50  0.000
H: -0.91 2.87 -1.78  -0.001
H: 0.27 -0.65 -1.03  0.062
H: 0.58 0.45 -7.24  0.000
H: -1.37 0.78 -1.07  0.008
C: 2.59 3.56 5.87  -0.002
H: 0.10 -1.06 -2.78  0.002
C: 0.87 -2.83 3.35  0.381
H: -1.33 -2.94 -5.39  0.000
C: 1.17 -1.61 1.40  0.294
H: -2.63 -0.35 -0.34  0.037
C: -3.00 -1.37 2.86  0.319
H: -2.88 0.59 3.94  0.024
H: 0.78 1.24 -4.96  0.000
C: -0.99 0.70 -2.10  -0.001
C: 1.25 1.65 6.59  0.000
H: -2.20 1.64 1.53  0.017
C: -0.16 0.72 -5.17  0.000
C: 0.04 -2.56 1.19  0.131
Pt: -0.79 -0.83 1.99  1.033
H: -2.94 -2.67 1.00  0.002
H: -0.36 -2.81 0.21  0.001
C: 1.51 2.18 4.25  0.000
H: -0.31 2.37 -3.41  0.001
C: -0.15 -1.19 -5.83  0.000
H: 2.74 3.85 3.71  0.000
C: 0.09 0.32 4.68  -0.011
S: 1.11 1.59 2.61  0.001
H: 1.09 -3.30 4.30  -0.004
C: -0.19 -3.21 2.48  0.389
C: -1.39 -2.04 -6.01  0.000
N: 0.15 0.41 3.29  0.150
O: 1.39 0.47 -2.32  0.011
H: 1.66 -1.11 0.57  0.038
H: 2.29 2.97 7.93  0.000
H: -3.31 -2.07 3.63  -0.011